Formula: C28H28ClN4O5S5V
Source: the Open Molecules 2025 dataset
Level of theory: ωB97M-V/def2-TZVPD

```
! wB97M-V def2-TZVPD RIJCOSX def2/J DEFGRID3
* xyz -1 2
V 0.3702 -0.7243 -0.4682
Cl 1.5083 -0.0238 -4.2572
S -1.5333 0.1537 0.5990
S -0.2047 -2.6513 0.7790
S -1.8320 3.4583 -0.3237
S 2.1978 1.6955 -1.6214
S -1.2031 -1.4230 -2.1463
O -0.9355 -2.7023 -2.7834
O 3.0906 -0.4444 -4.5620
O 1.0794 0.5978 -1.3191
O -1.6047 -0.2965 -2.9702
O -0.4139 3.2969 -0.7459
N -6.6182 -4.3979 -1.5081
N 1.8226 0.2071 1.2243
N 2.1402 -2.0383 -0.8242
N -7.1464 -2.0797 1.7770
C -2.1466 5.2511 -0.4256
C -1.7715 3.5494 1.5139
C -2.8127 -0.9070 0.0368
C 2.3587 -4.3380 -1.7987
C -1.4246 5.8544 0.7683
C 0.9262 -6.0933 -0.9870
C -4.8060 -2.7063 -0.7741
C -5.8155 -3.6446 -1.1776
C 2.9907 -1.6249 -1.9719
C 1.9792 1.6617 1.1954
C 2.9333 -1.8904 0.4329
C 1.9464 -5.6645 -1.8199
C 1.7418 -3.4396 -0.9439
C 3.1069 -0.4398 0.8385
C -6.1913 -1.9991 1.1431
C 2.1470 3.7633 2.4132
C 1.4107 -0.2830 2.5494
C 1.9068 2.3979 2.3793
C 0.2918 -5.1875 -0.1503
C -4.9871 -1.9033 0.3615
C 2.2439 2.3719 0.0080
C -2.6625 -1.6892 -1.1062
C 2.4763 4.4380 1.2503
C 0.6847 -3.8558 -0.1394
C 2.4969 3.7392 0.0591
C -3.9955 -1.0188 0.7624
C -3.6285 -2.5875 -1.5054
C -1.8906 5.0094 1.9507
H 3.9316 -2.1810 -1.9488
H 2.6550 4.2619 -0.8765
H 3.2212 -0.5687 -1.9245
H 0.4568 0.1607 2.8270
H 2.0805 4.2881 3.3578
H -0.5412 -5.4952 0.4689
H -1.6451 6.9152 0.8988
H 3.9205 -2.3355 0.2719
H 2.1684 -0.0604 3.3080
H -2.9354 5.2471 2.1691
H 2.6699 5.5029 1.2605
H 2.4877 -1.7832 -2.9202
H -0.7833 3.1341 1.7205
H -4.1380 -0.4295 1.6584
H 3.1345 -4.0158 -2.4757
H 1.2654 -1.3560 2.4996
H -1.3157 5.2002 2.8584
H -0.3471 5.7411 0.6246
H -3.2273 5.4088 -0.3721
H 1.6708 1.9108 3.3114
H -3.4542 -3.1976 -2.3830
H -2.5243 2.8876 1.9391
H 0.5992 -7.1249 -1.0105
H -1.7804 5.5653 -1.4015
H 3.7996 -0.3907 1.6879
H 3.5480 0.1331 0.0247
H 2.4383 -2.4549 1.2199
H 2.4183 -6.3547 -2.5066
*
```

## Properties
energy = -138073.78193 eV
energy above the lowest of the compared OMol25 structures with the same formula, charge and spin = 0.000 eV
LUMO energy (spin up / spin down) = 0.9984 / 1.7064 eV
HOMO level (spin up / spin down) = -3.6 / -3.6 eV

Quick look at the Löwdin charges, all values in e:
1. V 0.481
2. Cl 0.401
3. S 0.691
4. S 0.747
5. S 0.902
6. S 1.013
7. S 0.565
8. O -0.377
9. O -0.946
10. O -0.745
11. O -0.376
12. O -0.533
13. N 0.160
14. N -0.180
15. N -0.204
16. N 0.160
17. C -0.327
18. C -0.324
19. C -0.620
20. C -0.007
21. C -0.247
22. C -0.089
23. C -0.174
24. C -0.177
25. C -0.109
26. C -0.206
27. C -0.157
28. C -0.077
29. C -0.267
30. C -0.143
31. C -0.177
32. C -0.089
33. C -0.115
34. C -0.040
35. C -0.101
36. C -0.180
37. C -0.423
38. C -0.334
39. C -0.092
40. C -0.556
41. C -0.112
42. C -0.042
43. C 0.014
44. C -0.236
45. H 0.100
46. H 0.111
47. H 0.022
48. H 0.079
49. H 0.101
50. H 0.102
51. H 0.108
52. H 0.138
53. H 0.095
54. H 0.107
55. H 0.104
56. H 0.038
57. H 0.067
58. H 0.118
59. H 0.110
60. H 0.031
61. H 0.107
62. H 0.101
63. H 0.090
64. H 0.095
65. H 0.134
66. H 0.071
67. H 0.099
68. H 0.091
69. H 0.138
70. H 0.098
71. H 0.095
72. H 0.101

Formula: C28H32N7SSbV
Source: the Open Molecules 2025 dataset
Level of theory: ωB97M-V/def2-TZVPD

```
! wB97M-V def2-TZVPD RIJCOSX def2/J DEFGRID3
* xyz 2 2
Sb 2.3037 -0.3376 -1.3707
V -0.0877 -0.3297 -0.2331
S -0.4995 -1.9250 -1.7370
N 1.3481 -2.8068 -0.0533
N -1.4124 0.7171 -0.6874
N -0.2368 -4.3794 -0.8465
N -2.3081 -1.2450 1.2086
N 0.6377 1.3335 0.8030
N -0.9729 -1.0311 1.3122
N 0.5238 2.5409 0.2042
C -3.1995 -0.3161 0.5972
C 0.0057 2.6557 -1.1094
C -1.5099 -2.8253 2.5353
C 1.5089 -5.0934 0.5862
C -4.5301 -0.3263 0.9885
C -2.6479 -2.3306 1.9346
C -1.3379 1.7577 -2.8991
C -6.8720 0.5491 0.9856
C 3.6720 -0.3394 0.2711
C 0.2470 4.9790 -4.0990
C 1.1243 1.5594 2.0201
C -0.2562 -6.7167 -0.2283
C -5.0048 1.5616 -0.3870
C 0.3546 -5.3611 -0.1648
C 0.2928 -3.1690 -0.7897
C -2.7536 0.6502 -0.3323
C 1.3336 2.9269 2.2147
C -3.6885 1.5885 -0.7898
C -0.9180 1.7035 -1.5686
C 0.3806 3.7076 -1.9335
C 1.9570 -3.7958 0.6215
C -0.1038 3.8082 -3.2316
C -0.9273 2.7881 -3.7181
C -0.4882 -1.9773 2.1250
C 0.9437 3.5193 1.0361
C -5.4530 0.5947 0.5093
C 2.9192 1.4829 -2.3368
C 3.2315 -1.7342 -2.6858
H 3.5800 -1.2736 0.8177
H -2.0058 0.9844 -3.2589
H -1.4339 -3.6883 3.1725
H 2.2561 1.7372 -3.1613
H -0.9290 -6.7795 -1.0790
H 2.6483 -1.8689 -3.5936
H 2.0274 -5.8781 1.1180
H 3.4632 0.4928 0.9395
H 4.6822 -0.2420 -0.1226
H -1.2701 2.8248 -4.7441
H -3.3547 2.3657 -1.4616
H -4.8759 -1.0572 1.7069
H -0.8333 -6.9041 0.6805
H 0.5104 5.8480 -3.4994
H -7.4914 1.2712 0.4599
H -5.6907 2.3060 -0.7686
H 3.9264 1.3248 -2.7192
H 1.7131 3.4165 3.0938
H 2.8354 -3.5164 1.1926
H 3.3630 -2.6858 -2.1781
H 2.9313 2.2963 -1.6135
H -6.9202 0.7632 2.0546
H 1.0732 4.4562 -1.5683
H 4.2076 -1.3242 -2.9399
H 0.5604 -2.0050 2.3714
H -3.6531 -2.7090 1.9798
H -0.5902 5.2327 -4.7466
H -7.2958 -0.4447 0.8371
H 1.2964 0.7419 2.7011
H 0.9243 4.5584 0.7565
H 0.5056 -7.4922 -0.2939
H 1.0976 4.7467 -4.7434
*
```

## Properties
energy = -83033.00547 eV
LUMO energy (spin up / spin down) = -7.0784 / -5.9508 eV
HOMO level (spin up / spin down) = -13.5 / -13.7 eV

Quick look at the Löwdin charges, all values in e:
1. Sb 1.382
2. V 0.453
3. S 0.749
4. N -0.036
5. N -0.109
6. N 0.128
7. N -0.028
8. N -0.060
9. N -0.063
10. N -0.044
11. C -0.084
12. C -0.136
13. C 0.011
14. C 0.020
15. C 0.040
16. C 0.011
17. C 0.002
18. C -0.023
19. C -0.252
20. C -0.020
21. C -0.097
22. C -0.007
23. C 0.001
24. C -0.288
25. C -0.775
26. C -0.166
27. C -0.001
28. C 0.022
29. C -0.247
30. C 0.026
31. C -0.112
32. C -0.240
33. C 0.001
34. C -0.096
35. C 0.001
36. C -0.238
37. C -0.256
38. C -0.245
39. H -0.006
40. H 0.139
41. H 0.122
42. H 0.013
43. H 0.091
44. H 0.024
45. H 0.127
46. H 0.000
47. H 0.029
48. H 0.133
49. H 0.120
50. H 0.122
51. H 0.099
52. H 0.089
53. H 0.087
54. H 0.129
55. H 0.024
56. H 0.119
57. H 0.119
58. H 0.014
59. H 0.010
60. H 0.098
61. H 0.131
62. H 0.026
63. H 0.123
64. H 0.141
65. H 0.093
66. H 0.095
67. H 0.126
68. H 0.142
69. H 0.096
70. H 0.099

Formula: C8H7NO3
Source: the Open Molecules 2025 dataset
Level of theory: ωB97M-V/def2-TZVPD

```
! wB97M-V def2-TZVPD RIJCOSX def2/J DEFGRID3
* xyz 0 1
O 0.5467 2.9885 0.3204
O 1.6863 1.1399 0.0970
O 2.1395 -0.4260 -1.4890
N -1.1712 -1.3647 -0.3383
C -2.4715 -0.9351 -0.3473
C -0.6344 1.0110 -0.0578
C -2.8759 0.3852 -0.0911
C -0.3295 -0.3168 -0.2121
C 1.7249 -0.2663 -0.2266
C -1.9870 1.3886 0.0651
C 2.1963 -1.2671 0.7746
C 0.5388 1.7977 0.1376
H 2.7657 -1.1172 -1.4727
H 2.3917 -2.2581 0.2575
H 1.5770 -1.1820 1.6758
H 3.2794 -0.9805 1.1215
H -3.9291 0.6367 -0.0373
H -3.1386 -1.6944 -0.4033
H -2.3092 2.4606 0.2259
*
```

## Properties
energy = -16039.89645 eV
energy above the lowest of the compared OMol25 structures with the same formula, charge and spin = 1.711 eV
LUMO energy = 0.0646 eV
HOMO level = -9.2 eV

Quick look at the Löwdin charges, all values in e:
1. O 0.137
2. O 0.100
3. O 0.108
4. N 0.109
5. C -0.095
6. C -0.128
7. C -0.073
8. C -0.028
9. C -0.401
10. C 0.009
11. C -0.006
12. C -0.482
13. H 0.085
14. H 0.114
15. H 0.096
16. H 0.126
17. H 0.108
18. H 0.069
19. H 0.151

Formula: C28H24BrN4O3PV
Source: the Open Molecules 2025 dataset
Level of theory: ωB97M-V/def2-TZVPD

```
! wB97M-V def2-TZVPD RIJCOSX def2/J DEFGRID3
* xyz 3 1
Br -1.2153 4.1446 3.6606
V 0.2994 -0.6400 -0.1235
P -1.8084 0.4691 -0.4697
O 2.6455 -0.7583 1.9728
O 0.3876 -0.6394 1.6041
O 1.6528 -0.4690 -1.3188
N 4.7878 -2.0974 -1.3263
N 2.6495 -2.3915 -0.6049
N 4.2681 -4.0311 -0.0958
N 2.5403 2.6781 4.4514
C -4.4851 0.0129 3.1423
C -3.1043 2.7299 -1.3027
C 0.3349 1.8757 2.9233
C 2.7150 -1.2723 -1.2310
C -3.9149 1.2530 2.8575
C -4.2457 -1.0865 2.3260
C -0.7266 -2.0219 -0.9379
C -2.3666 -2.6540 -3.0416
C 2.5819 1.5616 3.7453
C -1.4641 -3.5963 -2.5364
C -1.1534 3.3017 -3.2302
C -2.2726 4.1194 -3.0788
C 4.0539 -0.9237 -1.7808
C -0.6106 -3.2850 -1.4870
C -3.2423 3.8330 -2.1263
C -1.9769 1.9094 -1.4529
C -2.4724 -1.3904 -2.4883
C 1.4293 3.4041 4.4024
C -3.1013 1.3990 1.7536
C 1.5080 1.1229 2.9616
C 6.2146 -2.3482 -1.5595
C -1.6594 -1.0680 -1.3891
C -1.0008 2.1959 -2.4199
C 3.9645 -2.8897 -0.6616
C -3.4270 -0.9595 1.2194
C 0.3049 3.0436 3.6541
C -2.8552 0.2877 0.9265
C 1.6966 -0.1079 2.2214
H -3.8730 2.5015 -0.5755
H -2.9994 -2.9234 -3.8773
H 3.4905 0.9722 3.7995
H -0.5226 1.5517 2.3569
H -2.3898 4.9873 -3.7143
H 4.0509 -0.8305 -2.8698
H 1.4209 4.3196 4.9841
H -0.4073 3.5328 -3.9774
H -4.1127 4.4670 -2.0281
H 3.5603 -4.5356 0.4156
H -4.1160 2.1031 3.4952
H 4.4422 0.0006 -1.3456
H 6.3423 -3.1851 -2.2449
H 6.7125 -2.5403 -0.6095
H -4.7031 -2.0401 2.5501
H -2.6818 2.3728 1.5314
H -1.4220 -4.5768 -2.9935
H -0.1289 1.5609 -2.5415
H -3.2505 -1.8198 0.5863
H 0.1261 -3.9891 -1.1272
H 5.2020 -4.4134 -0.1184
H -5.1283 -0.0936 4.0061
H 6.6521 -1.4572 -1.9998
H -3.1961 -0.6762 -2.8614
*
```

## Properties
energy = -146520.17720 eV
energy above the lowest of the compared OMol25 structures with the same formula, charge and spin = 0.494 eV
LUMO energy (spin up / spin down) = -11.1573 / -11.1554 eV
HOMO level (spin up / spin down) = -16.6 / -16.6 eV

Quick look at the Löwdin charges, all values in e:
1. Br 0.849
2. V 1.048
3. P 1.127
4. O 0.183
5. O -0.189
6. O -0.105
7. N -0.049
8. N 0.235
9. N 0.279
10. N 0.129
11. C 0.006
12. C -0.049
13. C -0.039
14. C -0.373
15. C -0.025
16. C -0.020
17. C -0.205
18. C 0.012
19. C -0.033
20. C 0.014
21. C -0.028
22. C 0.000
23. C 0.018
24. C -0.018
25. C -0.020
26. C -0.350
27. C -0.005
28. C -0.108
29. C -0.107
30. C -0.130
31. C 0.039
32. C -0.371
33. C -0.070
34. C -0.325
35. C -0.045
36. C -0.634
37. C -0.348
38. C -0.351
39. H 0.115
40. H 0.139
41. H 0.141
42. H 0.081
43. H 0.133
44. H 0.170
45. H 0.128
46. H 0.128
47. H 0.132
48. H 0.149
49. H 0.123
50. H 0.169
51. H 0.114
52. H 0.111
53. H 0.130
54. H 0.087
55. H 0.138
56. H 0.104
57. H 0.115
58. H 0.124
59. H 0.144
60. H 0.134
61. H 0.110
62. H 0.137

Which value of energy does entry 1 give?
-138073.78193 eV